Entry 1:
The following is a DFT calculation (wB97M-V/def2-TZVPD) of C50H38BrCdN4O4P2S as an isolated structure.

The geometry in XYZ format:
```
101
Properties=species:S:1:pos:R:3
Cd 1.18 0.61 0.48
N 4.41 1.98 -2.25
C 3.39 1.75 -1.36
S 3.02 0.08 -1.11
N 2.81 2.80 -0.88
N 1.75 2.65 -0.04
C 1.20 3.76 0.34
C 0.08 3.88 1.22
C -0.50 5.15 1.35
C -1.58 5.38 2.17
C -2.12 4.32 2.90
C -1.58 3.07 2.81
C -0.46 2.78 1.97
O 0.01 1.60 1.97
H 5.04 1.21 -2.36
H 4.81 2.90 -2.19
H 1.63 4.69 -0.04
H -0.08 5.96 0.78
H -2.01 6.37 2.25
H -2.96 4.49 3.56
H -1.99 2.23 3.36
Br 4.43 2.34 2.10
C 3.44 1.39 3.42
C 3.75 1.62 4.75
C 3.01 0.92 5.70
C 2.02 0.06 5.27
C 1.82 -0.12 3.90
N 2.55 0.54 2.98
C 0.78 -1.07 3.44
O 0.03 -1.63 4.21
O 0.85 -1.24 2.13
H 4.54 2.30 5.03
H 3.22 1.05 6.75
H 1.40 -0.50 5.96
O 0.23 -2.08 -1.74
C 1.40 -2.63 -1.25
C 2.44 -3.07 -2.04
C 3.59 -3.55 -1.43
C 3.68 -3.59 -0.05
C 2.62 -3.13 0.72
C 1.47 -2.63 0.14
P -0.24 -1.82 1.00
C -1.89 -1.27 1.94
C -2.47 -0.09 1.48
C -3.68 0.37 1.97
C -4.35 -0.37 2.92
C -3.81 -1.56 3.37
C -2.60 -2.01 2.88
C -0.55 -3.58 1.43
C 0.07 -4.23 2.49
C -0.15 -5.57 2.72
C -0.99 -6.29 1.88
C -1.62 -5.65 0.83
C -1.41 -4.30 0.61
C 0.03 -1.89 -3.07
C 0.04 -2.92 -4.01
C -0.23 -2.62 -5.33
C -0.52 -1.32 -5.72
C -0.56 -0.31 -4.78
C -0.28 -0.59 -3.45
P -0.33 0.64 -2.08
C 0.35 2.10 -2.94
C 0.05 3.39 -2.53
C 0.75 4.47 -3.03
C 1.79 4.28 -3.92
C 2.13 2.99 -4.31
C 1.41 1.91 -3.82
C -2.16 0.76 -2.07
C -2.94 1.89 -2.33
C -4.31 1.84 -2.16
C -4.93 0.67 -1.77
C -4.17 -0.46 -1.53
C -2.80 -0.41 -1.66
H 2.39 -3.00 -3.12
H 4.42 -3.87 -2.05
H 4.58 -3.95 0.42
H 2.71 -3.14 1.80
H -1.93 0.50 0.74
H -4.09 1.31 1.61
H -5.30 -0.02 3.31
H -4.34 -2.16 4.10
H -2.18 -2.93 3.25
H 0.71 -3.67 3.16
H 0.34 -6.06 3.55
H -1.15 -7.35 2.05
H -2.28 -6.21 0.18
H -1.91 -3.79 -0.21
H 0.25 -3.93 -3.70
H -0.22 -3.41 -6.07
H -0.73 -1.10 -6.76
H -0.80 0.71 -5.07
H -0.71 3.56 -1.77
H 0.50 5.47 -2.70
H 2.37 5.12 -4.28
H 2.97 2.82 -4.96
H 1.71 0.91 -4.10
H -2.47 2.81 -2.66
H -4.90 2.73 -2.35
H -6.01 0.64 -1.64
H -4.65 -1.38 -1.21
H -2.20 -1.28 -1.43
```

Summary:
Net charge = -1
HOMO-LUMO gap = 5.76 eV
Spin multiplicity = 1
Lowest unoccupied orbital energy = 2.2 eV

Entry 2:
The following is a DFT calculation (wB97M-V/def2-TZVPD) of C50H38Cl3N2O3P2SSiTi as an isolated structure.

The geometry in XYZ format:
```
101
Properties=species:S:1:pos:R:3
Ti -1.28 -0.80 -0.09
O -1.29 -1.08 1.77
C -2.28 -1.01 2.67
C -2.14 -1.68 3.88
C -3.10 -1.58 4.88
C -4.22 -0.78 4.67
C -4.38 -0.11 3.47
C -3.43 -0.21 2.43
C -3.65 0.53 1.22
N -2.87 0.40 0.17
N -3.14 1.25 -0.88
C -2.16 1.23 -1.73
O -1.06 0.55 -1.55
C -2.26 2.05 -2.96
C -1.22 2.03 -3.89
C -1.30 2.81 -5.04
C -2.40 3.61 -5.27
C -3.45 3.63 -4.35
C -3.38 2.86 -3.20
H -1.24 -2.26 4.03
H -2.96 -2.11 5.81
H -4.98 -0.68 5.44
H -5.25 0.51 3.31
H -4.46 1.24 1.17
H -0.37 1.39 -3.70
H -0.48 2.79 -5.75
H -2.46 4.22 -6.16
H -4.32 4.25 -4.53
H -4.18 2.86 -2.47
O 3.35 -0.49 2.86
S 2.50 -0.53 1.64
C 3.32 -1.71 0.53
C 4.63 -2.05 0.87
C 5.38 -2.84 0.02
C 4.83 -3.27 -1.18
C 3.51 -2.98 -1.48
C 2.71 -2.23 -0.61
P 0.87 -2.27 -0.83
C 0.75 -2.33 -2.65
C -0.04 -3.24 -3.33
C -0.19 -3.15 -4.71
C 0.44 -2.13 -5.41
C 1.21 -1.20 -4.73
C 1.35 -1.29 -3.36
C 0.66 -3.96 -0.19
C 0.01 -4.09 1.04
C -0.15 -5.34 1.62
C 0.31 -6.47 0.97
C 0.97 -6.35 -0.25
C 1.15 -5.10 -0.82
C 2.98 0.97 0.72
C 4.30 1.11 0.31
C 4.73 2.30 -0.25
C 3.84 3.35 -0.39
C 2.53 3.21 0.03
C 2.07 2.01 0.59
P 0.32 1.78 1.14
C 0.52 1.95 2.95
C -0.63 1.76 3.72
C -0.58 1.86 5.10
C 0.63 2.15 5.73
C 1.77 2.36 4.97
C 1.72 2.26 3.58
C -0.42 3.38 0.66
C -0.89 4.32 1.57
C -1.54 5.47 1.13
C -1.73 5.69 -0.23
C -1.25 4.76 -1.15
C -0.61 3.62 -0.70
H 5.02 -1.68 1.81
H 6.39 -3.11 0.28
H 5.41 -3.87 -1.87
H 3.07 -3.38 -2.39
H -0.58 -4.01 -2.79
H -0.82 -3.86 -5.23
H 0.31 -2.05 -6.48
H 1.68 -0.38 -5.27
H 1.94 -0.54 -2.83
H -0.39 -3.21 1.53
H -0.67 -5.42 2.57
H 0.17 -7.45 1.42
H 1.33 -7.23 -0.76
H 1.66 -5.03 -1.77
H 5.00 0.30 0.44
H 5.76 2.40 -0.57
H 4.16 4.29 -0.83
H 1.85 4.05 -0.06
H -1.57 1.54 3.24
H -1.47 1.69 5.68
H 0.68 2.22 6.81
H 2.71 2.58 5.45
H 2.62 2.41 3.00
H -0.75 4.17 2.63
H -1.91 6.19 1.85
H -2.24 6.58 -0.57
H -1.40 4.91 -2.21
H -0.26 2.89 -1.43
Cl -4.90 -2.78 -0.06
Si -2.88 -2.74 -0.67
Cl -2.96 -1.89 -2.66
Cl -2.59 -4.82 -1.10
```

Summary:
Energy above the lowest of the compared OMol25 structures with the same formula, charge and spin = 0.777 eV
Net charge = -1
HOMO-LUMO gap (alpha / beta) = 5.90 / 4.84 eV
Spin multiplicity = 1
Lowest unoccupied orbital energy (alpha / beta) = 2.3 / 2.3 eV

Entry 3:
The following is a DFT calculation (wB97M-V/def2-TZVPD) of C50H38O6P2STi as an isolated structure.

The geometry in XYZ format:
```
98
Properties=species:S:1:pos:R:3
Ti -0.74 0.14 0.13
O -4.64 1.34 0.24
C -3.46 1.10 0.35
O -2.87 -0.03 0.20
C -2.46 2.31 0.59
O -2.80 3.36 1.09
O -1.29 2.00 0.13
O -0.91 -1.95 -0.09
C -1.33 -2.64 1.06
C -1.82 -3.97 1.01
C -1.95 -4.77 2.16
C -1.72 -4.14 3.42
C -1.29 -2.82 3.47
C -1.08 -2.05 2.30
P -0.74 -0.27 2.51
C 0.71 -0.09 3.59
C 1.27 1.19 3.59
C 2.33 1.50 4.48
C 2.92 0.50 5.22
C 2.40 -0.80 5.22
C 1.33 -1.10 4.36
C -2.01 0.42 3.61
C -3.19 -0.29 3.90
C -4.08 0.21 4.83
C -3.94 1.50 5.38
C -2.85 2.24 4.97
C -1.86 1.70 4.14
C -0.73 -2.64 -1.35
C -0.14 -3.88 -1.41
C -0.31 -4.67 -2.56
C -0.96 -4.15 -3.70
C -1.32 -2.79 -3.68
C -1.13 -2.01 -2.54
P -1.30 -0.19 -2.71
C -2.82 0.03 -3.65
C -4.03 -0.14 -2.92
C -5.19 0.42 -3.39
C -5.24 1.00 -4.66
C -4.10 0.98 -5.46
C -2.90 0.43 -4.99
C -0.06 0.40 -3.93
C -0.13 1.76 -4.33
C 0.84 2.31 -5.19
C 1.88 1.51 -5.62
C 1.96 0.18 -5.23
C 1.04 -0.38 -4.35
H -2.17 -4.34 0.05
H -2.30 -5.77 2.12
H -1.87 -4.62 4.37
H -1.11 -2.35 4.43
H 0.89 1.94 2.88
H 2.65 2.54 4.56
H 3.72 0.72 5.91
H 2.84 -1.55 5.87
H 0.97 -2.12 4.27
H -3.39 -1.24 3.37
H -4.99 -0.36 4.96
H -4.76 1.91 5.96
H -2.73 3.25 5.31
H -0.98 2.28 3.98
H 0.34 -4.28 -0.53
H 0.03 -5.68 -2.59
H -1.14 -4.69 -4.60
H -1.79 -2.37 -4.53
H -4.02 -0.71 -2.01
H -6.07 0.45 -2.75
H -6.16 1.44 -5.05
H -4.11 1.39 -6.49
H -2.05 0.31 -5.64
H -0.98 2.35 -3.97
H 0.74 3.34 -5.53
H 2.62 1.86 -6.30
H 2.71 -0.47 -5.66
H 1.16 -1.42 -4.08
O 1.18 0.44 0.04
S 2.28 1.11 -0.89
C 2.84 2.52 -0.03
C 1.93 3.42 0.51
C 2.36 4.71 0.79
C 3.63 5.14 0.36
C 4.53 4.22 -0.15
C 4.16 2.89 -0.30
C 3.60 0.05 -0.34
C 3.79 -0.41 0.96
C 4.78 -1.35 1.22
C 5.67 -1.76 0.22
C 5.51 -1.22 -1.07
C 4.51 -0.26 -1.31
H 0.89 3.12 0.72
H 1.65 5.42 1.23
H 3.88 6.19 0.45
H 5.49 4.57 -0.44
H 4.84 2.19 -0.76
H 3.20 0.02 1.78
H 4.83 -1.77 2.21
H 6.47 -2.43 0.44
H 6.17 -1.54 -1.84
H 4.40 0.17 -2.31
```

Summary:
Energy above the lowest of the compared OMol25 structures with the same formula, charge and spin = 2.164 eV
Net charge = +2
HOMO-LUMO gap (alpha / beta) = 6.06 / 6.06 eV
Spin multiplicity = 1
Lowest unoccupied orbital energy (alpha / beta) = -7.2 / -7.2 eV

no.,largest force on an atom (eV/Å)
1,1.8
2,1.0
3,4.6